# 1
Here is a molecular structure, C34H40ClKN6OPS2 in a non-equilibrium geometry from the Open Molecules 2025 dataset. Energies are from ωB97M-V/def2-TZVPD.

Geometry as ORCA input:
```
! wB97M-V def2-TZVPD RIJCOSX def2/J DEFGRID3
* xyz -1 1
K 0.2871 0.6931 -0.0678
Cl 7.1105 4.5558 -0.4536
C 5.7371 3.4726 -0.3413
C 5.9496 2.1010 -0.1664
C 4.8870 1.2469 -0.0693
C 3.5218 1.6890 -0.1573
O 2.5735 0.8648 -0.0756
C 3.3380 3.1116 -0.3179
C 2.0684 3.8144 -0.3624
N 0.8723 3.3450 -0.4292
C -0.2112 4.2713 -0.4247
C -0.0972 5.6314 -0.2446
C -1.2168 6.4878 -0.2364
C -2.4749 5.9981 -0.4120
C -2.6557 4.6074 -0.5945
C -3.9445 4.0424 -0.7557
C -4.0839 2.6956 -0.8835
C -2.9101 1.9049 -0.8819
N -1.7072 2.3953 -0.7524
C -1.5417 3.7381 -0.5983
C 4.4592 3.9591 -0.3991
H 6.9628 1.7232 -0.0956
H 5.0477 0.1879 0.0925
H 2.2373 4.8951 -0.3526
H 0.8691 6.0836 -0.0822
H -1.0602 7.5486 -0.0831
H -3.3407 6.6497 -0.4057
H -4.8073 4.7001 -0.7491
H -5.0475 2.2137 -0.9778
H -2.9968 0.8257 -0.9562
H 4.3039 5.0267 -0.5058
S 0.5348 1.3733 3.2665
C -0.8495 2.2749 3.0653
N -2.0208 1.6602 2.6801
C -3.1824 2.2979 2.4892
C -3.2482 3.6408 2.7092
C -2.0314 4.2510 3.0766
N -0.8953 3.6353 3.2509
H -2.0119 0.6544 2.4347
H -3.9906 1.6636 2.1445
H -4.1560 4.2029 2.5586
H -2.0054 5.3300 3.2159
C 1.5737 -5.2140 -0.7492
C 0.9215 -3.9260 -1.2490
C -0.5903 -3.9714 -1.0089
P 1.5839 -2.2905 -0.6626
C 2.2857 -2.4828 1.0374
C 1.1958 -2.9059 2.0215
C 3.5649 -3.2896 1.2383
C 3.0955 -2.0014 -1.7098
C 3.8898 -3.2195 -2.1742
C 2.7064 -1.1431 -2.9113
H 1.1183 -6.0782 -1.2427
H 1.4190 -5.3444 0.3231
H 2.6479 -5.2484 -0.9319
H 1.0823 -3.8678 -2.3351
H -0.8401 -3.9619 0.0538
H -1.0185 -4.8788 -1.4463
H -1.0941 -3.1023 -1.4324
H 2.5334 -1.4333 1.2479
H 0.9551 -3.9669 1.9124
H 0.2656 -2.3495 1.8940
H 1.5429 -2.7559 3.0470
H 3.4126 -4.3564 1.0545
H 3.9043 -3.1829 2.2731
H 4.3784 -2.9474 0.5964
H 3.7277 -1.3826 -1.0655
H 3.2966 -3.8455 -2.8470
H 4.2295 -3.8512 -1.3528
H 4.7738 -2.8998 -2.7345
H 1.9758 -1.6567 -3.5457
H 3.5808 -0.9289 -3.5328
H 2.2731 -0.1939 -2.5961
C -4.7359 -5.3019 0.1363
C -4.7656 -3.8004 0.1107
C -5.8666 -3.0897 -0.3524
C -5.7402 -1.7094 -0.3390
N -4.6526 -1.0773 0.0645
C -3.6212 -1.8487 0.4920
S -2.1604 -1.0657 0.9904
N -3.6676 -3.1908 0.5375
H -5.7342 -5.7366 0.0839
H -4.2302 -5.6426 1.0382
H -4.1582 -5.6650 -0.7165
H -6.7676 -3.5779 -0.6966
H -6.5640 -1.0811 -0.6724
*
```

Results
HOMO level: -4.58 eV
Energy relative to the best compared isomer or geometry (same formula, charge and spin): 12.98 kcal/mol
M: 718.4 g mol⁻¹
Energy: -3921.4029 Ha
Orbital gap: 0.245 Eh
F_max: 0.023 Eh/bohr



# 2
Here is a molecular structure, C34H40CoN3O4 in a non-equilibrium geometry from the Open Molecules 2025 dataset. Energies are from ωB97M-V/def2-TZVPD.

Geometry as ORCA input:
```
! wB97M-V def2-TZVPD RIJCOSX def2/J DEFGRID3
* xyz 2 5
Co 0.0314 -0.6731 -0.6983
C 2.1132 -1.4965 5.8309
C 0.9129 -0.6297 5.3454
C -0.3453 -1.1305 6.1169
C 1.1987 0.8590 5.6967
C 0.7055 -0.7332 3.8573
C 1.6123 -1.4260 3.0459
C 1.3968 -1.3836 1.6767
N 0.3632 -0.7768 1.1165
C -0.4983 -0.0388 1.8541
C -0.3873 -0.0989 3.2458
C -1.4923 0.7599 1.1548
C -2.4412 1.5038 1.8417
C -3.3848 2.3085 1.1587
C -3.3376 2.2803 -0.2442
C -2.3487 1.5335 -0.8531
N -1.4337 0.7395 -0.2110
C -4.3325 3.2103 1.9447
C -5.0269 2.4230 3.0659
C -5.4212 3.8517 1.0752
C -3.5029 4.2978 2.6417
H 2.2014 -1.4606 6.9312
H 3.0604 -1.1401 5.4464
H 1.9485 -2.5612 5.6085
H -0.2118 -1.1118 7.2050
H -0.6057 -2.1669 5.8877
H -1.2536 -0.5645 5.8897
H 1.3587 0.9867 6.7592
H 0.3599 1.4466 5.3929
H 2.1166 1.1707 5.1916
H 2.4405 -1.9814 3.4337
H 2.1137 -1.8524 0.9978
H -1.1237 0.4516 3.8561
H -2.4217 1.5315 2.9173
H -4.0468 2.8618 -0.8057
H -2.3250 1.5386 -1.9458
H -5.5696 1.5506 2.7131
H -5.7585 3.0314 3.6293
H -4.3046 2.0181 3.8008
H -6.0122 3.1477 0.4750
H -4.9890 4.6143 0.4039
H -6.1906 4.3803 1.6762
H -2.7951 3.9095 3.3833
H -4.1551 5.0119 3.1818
H -2.9426 4.8642 1.8966
C 2.3085 2.6457 -1.8279
O 1.1640 1.8047 -1.3179
C 1.5031 0.5363 -1.0059
O 2.6548 0.1345 -0.8847
H 2.0678 3.6799 -1.5607
H 2.3310 2.5150 -2.8969
H 3.2140 2.2665 -1.3706
C 3.6594 -2.6030 -2.2381
O 2.6749 -2.0418 -3.1532
C 3.1148 -1.3577 -4.2393
C 4.3589 -1.5390 -4.7996
C 4.8657 -0.6097 -5.7289
C 4.0568 0.4313 -6.2061
C 2.7257 0.4526 -5.8500
C 2.2541 -0.4370 -4.8617
N 0.9496 -0.1284 -4.3498
C 0.0075 -0.8233 -3.6530
C -0.2639 -2.2107 -3.6184
C -0.3517 -2.9406 -4.8281
C -0.8418 -4.2369 -4.8386
C -1.0740 -4.9161 -3.6194
C -0.8168 -4.2810 -2.4205
C -0.6252 -2.8876 -2.3600
O -0.7449 -2.2934 -1.2171
H 4.0023 -3.5579 -2.6126
H 3.1077 -2.7814 -1.3153
H 4.4642 -1.8934 -2.0774
H 4.9800 -2.3479 -4.3787
H 5.8330 -0.7453 -6.1291
H 4.4472 1.2037 -6.8369
H 2.0254 1.1887 -6.2618
H 0.8156 0.8994 -4.3928
H -0.7233 -0.1868 -3.1234
H -0.1144 -2.4254 -5.7597
H -0.9891 -4.7465 -5.7739
H -1.3981 -5.9825 -3.5955
H -0.9181 -4.8418 -1.4846
*
```

Results
<S²>: 6.017
HOMO level (spin up / spin down): -13.47 / -13.44 eV
Energy relative to the best compared isomer or geometry (same formula, charge and spin): 0.00 kcal/mol
M: 613.6 g mol⁻¹
Energy: -3167.0008 Ha
Orbital gap (spin up / spin down): 0.259 / 0.218 Eh
F_max: 0.073 Eh/bohr